200
Properties=species:S:1:pos:R:3:forces:R:3:lowdin_charge:R:1 method="wB97M-V/def2-TZVPD" e_lumo_ev=0.198 smiles=COC[C@H](C)N.COC[C@H](C)N.COC[C@H](C)N.COC[C@H](C)N.COCCNCCOC.COCCNCCOC.COCCNCCOC.CC(C)O.CC(C)O.CC(C)O.CC(C)O.CC(C)O total_charge=0 e_above_lowest_ev=0.964 largest_force_ha_per_bohr=0.0364
C 0.335054 0.286979 3.801477 0.19 0.20 0.71 -0.11
O 0.501906 -0.380288 2.574389 -0.10 0.47 0.37 -0.20
C 1.493033 0.189195 1.740772 -0.14 -0.12 -0.84 -0.19
C 1.409396 -0.596122 0.429623 0.35 0.25 -0.05 -0.18
N 0.071691 -0.524457 -0.129275 -0.80 -0.27 0.83 -0.05
C -0.231201 -1.507167 -1.164426 0.95 1.06 0.24 -0.21
C -1.702781 -1.513309 -1.521663 0.29 -0.03 0.38 -0.20
O -2.515720 -1.735789 -0.377370 -0.37 0.33 -0.29 -0.21
C -2.216342 -2.873785 0.392315 0.28 -0.27 0.03 -0.09
H 1.249093 0.352545 4.405917 0.28 -0.45 -0.17 0.09
H -0.396731 -0.275018 4.375449 -0.08 0.07 -0.01 0.06
H 0.030813 1.339058 3.761347 -0.35 -0.06 -0.67 0.06
H 2.475920 0.091705 2.214192 0.11 -0.07 -0.11 0.11
H 1.319048 1.251527 1.533034 -0.24 0.07 0.21 0.12
H 1.764928 -1.611404 0.648932 -0.23 -0.27 -0.14 0.10
H 2.085888 -0.198241 -0.329068 0.30 0.08 0.24 0.12
H -0.600185 -0.614608 0.625390 0.09 -0.10 0.07 0.07
H 0.085545 -2.520872 -0.882741 0.15 -0.06 -0.13 0.10
H 0.406497 -1.113120 -1.963441 -0.33 -0.80 -0.69 0.10
H -1.841304 -2.268473 -2.302480 -0.31 -0.16 0.04 0.11
H -2.033006 -0.542713 -1.892869 0.10 0.05 -0.12 0.10
H -2.921437 -2.920279 1.221992 -0.04 0.16 -0.06 0.09
H -1.202887 -2.795819 0.803713 -0.05 -0.18 0.14 0.08
H -2.294929 -3.799359 -0.184391 0.07 0.00 -0.09 0.08
C 0.369072 3.762903 5.651869 0.06 -0.71 0.50 -0.12
O 0.148582 4.857105 4.807089 0.25 -0.28 -0.16 -0.17
C -0.505012 4.524198 3.585434 -0.72 1.03 -0.66 -0.21
C -1.980589 4.214042 3.777188 -0.43 -1.05 1.14 -0.21
N -2.757322 5.235055 4.491903 0.02 0.05 -0.60 -0.03
C -3.085363 6.363585 3.615274 1.04 0.02 -0.07 -0.22
C -3.553266 7.552427 4.438154 -0.81 -0.61 -0.25 -0.23
O -2.632616 7.875911 5.455396 0.09 0.27 0.31 -0.19
C -1.562673 8.701946 5.025666 -0.45 0.15 -0.38 -0.09
H 1.033748 3.001186 5.224388 -0.21 -0.01 -0.42 0.08
H -0.574231 3.298415 5.957817 0.03 -0.16 -0.07 0.08
H 0.884953 4.031484 6.575231 -0.14 0.68 -0.14 0.09
H -0.051748 3.754162 2.955570 0.49 -0.18 0.44 0.10
H -0.434194 5.441907 2.999465 0.21 0.00 -0.08 0.10
H -2.045656 3.287509 4.365000 0.06 0.09 0.29 0.09
H -2.505615 3.863986 2.884446 0.21 0.63 -0.41 0.11
H -2.158046 5.612832 5.220164 -0.09 -0.07 0.14 0.10
H -3.800447 6.056168 2.850044 -0.27 0.08 0.20 0.12
H -2.179677 6.661714 3.064580 -0.06 0.16 -0.19 0.09
H -4.499304 7.257823 4.898321 0.17 0.02 0.46 0.12
H -3.829323 8.398685 3.801336 0.44 0.20 -0.08 0.12
H -0.862458 8.879314 5.837600 -0.04 -0.42 0.12 0.09
H -1.939405 9.688637 4.736153 -0.08 0.01 -0.16 0.09
H -1.062161 8.251122 4.166447 0.26 0.08 0.05 0.08
C -6.030348 -2.133205 -0.937027 -0.29 0.57 0.58 -0.10
O -6.342309 -1.897127 -2.298742 0.54 0.38 0.66 -0.18
C -5.160475 -1.851643 -3.072574 -0.29 -1.34 -1.10 -0.23
C -5.628336 -1.750883 -4.546471 0.06 0.49 0.60 -0.18
N -6.558144 -0.641109 -4.761887 -0.23 0.64 0.48 -0.05
C -6.053998 0.697170 -4.435624 0.23 0.56 -0.95 -0.20
C -5.070766 1.241946 -5.475454 0.33 -0.20 1.20 -0.25
O -5.660149 1.529122 -6.715543 0.49 -0.78 0.25 -0.16
C -4.700776 1.685946 -7.738256 -0.41 0.29 -0.67 -0.12
H -6.912130 -1.929891 -0.329159 -0.24 -0.29 -0.24 0.09
H -5.286934 -1.435701 -0.537285 0.27 0.01 -0.36 0.07
H -5.674661 -3.147629 -0.742689 -0.02 -0.14 -0.21 0.09
H -4.655187 -2.819930 -2.944906 0.25 0.01 -0.06 0.12
H -4.432163 -1.093916 -2.766532 -0.32 0.34 0.12 0.10
H -6.166946 -2.654710 -4.829795 -0.04 -0.12 0.25 0.12
H -4.778234 -1.713233 -5.228169 0.06 0.30 0.05 0.09
H -7.263679 -0.727271 -4.035080 -0.32 -0.64 -0.39 0.10
H -5.599752 0.744843 -3.437798 0.29 0.06 -0.05 0.10
H -6.884430 1.406839 -4.413504 -0.26 -0.27 0.02 0.12
H -4.262609 0.498346 -5.514025 0.10 0.00 -0.64 0.10
H -4.599212 2.146122 -5.066669 -0.03 0.15 0.06 0.12
H -4.300060 2.704378 -7.757678 -0.01 0.08 0.03 0.09
H -5.234812 1.489887 -8.668264 0.07 0.22 -0.09 0.09
H -3.843155 1.006360 -7.734759 -0.15 -0.27 0.54 0.08
C -3.779124 1.799341 -0.750724 -0.34 -1.68 0.54 -0.04
C -2.585525 2.173619 0.112993 -0.06 1.32 -0.75 -0.39
C -2.506065 1.354763 1.390358 0.61 0.07 -0.01 -0.21
O -3.753631 1.315420 2.031145 -0.52 0.20 0.06 -0.18
C -3.720821 0.691894 3.317888 0.66 0.55 -1.22 -0.06
N -1.289474 2.204652 -0.596413 -0.16 -0.54 0.27 0.07
H -3.815604 0.700461 -0.794031 0.22 -0.05 -0.53 0.06
H -3.758199 2.213229 -1.756839 0.03 0.17 0.07 0.07
H -4.725180 1.981783 -0.237461 0.06 0.61 -0.12 0.08
H -2.757654 3.229377 0.356670 -0.02 -0.02 0.51 0.12
H -1.746748 1.789244 2.055575 0.02 0.19 0.05 0.11
H -2.121028 0.356899 1.159118 -0.37 -0.25 -0.09 0.11
H -2.778295 1.021865 3.764983 -0.10 -0.34 0.55 0.07
H -3.740744 -0.389521 3.166448 0.02 -0.11 0.38 0.08
H -4.569547 1.054440 3.889772 -0.05 -0.12 0.01 0.09
H -1.374301 2.577807 -1.543708 -0.25 0.19 0.41 0.04
H -0.863626 1.282515 -0.697299 -0.09 0.00 0.35 0.04
C 5.805273 -1.189986 0.832230 -0.48 -0.10 0.05 -0.04
C 4.791883 -2.339453 0.910227 0.51 -0.15 0.26 -0.41
C 4.350989 -2.884827 -0.452638 0.36 1.07 0.53 -0.20
O 3.893838 -1.795143 -1.226723 -0.15 0.13 -0.18 -0.21
C 3.270412 -2.156340 -2.443527 -0.37 -0.35 0.95 -0.10
N 5.360055 -3.494877 1.646174 -1.05 0.23 1.41 0.03
H 6.592812 -1.352049 0.096405 0.00 -0.16 0.01 0.09
H 6.257816 -1.070046 1.818391 0.11 0.03 -0.03 0.07
H 5.303508 -0.251514 0.596906 0.01 -0.03 -0.14 0.05
H 3.939840 -2.006933 1.516375 -0.28 0.38 -0.53 0.12
H 3.568933 -3.633298 -0.285331 -0.04 -0.16 -0.26 0.11
H 5.248158 -3.312191 -0.912577 -0.13 -0.37 -0.10 0.13
H 3.946379 -2.730049 -3.081921 0.03 0.26 -0.27 0.09
H 2.871542 -1.243246 -2.881140 0.36 0.00 -0.32 0.09
H 2.399800 -2.787912 -2.218898 -0.01 -0.16 -0.11 0.07
H 4.503969 -3.918898 2.060509 0.69 -0.49 -0.96 0.04
H 5.665340 -3.118430 2.549688 0.86 0.17 -0.42 0.08
C 5.193828 -6.985828 2.885300 -0.25 -0.69 -0.50 -0.05
C 4.328510 -6.997149 1.624454 0.24 0.59 -1.32 -0.42
C 2.965253 -6.332785 1.818820 -0.48 0.08 1.47 -0.16
O 3.022558 -4.945646 2.238690 0.19 -0.85 -0.77 -0.23
C 1.766433 -4.327283 2.234673 -0.28 0.88 0.56 -0.11
N 5.081602 -6.469643 0.474939 -0.01 0.95 0.03 0.04
H 5.433495 -5.979975 3.221446 -0.12 0.05 0.01 0.07
H 6.121851 -7.509047 2.657723 0.07 0.11 0.01 0.08
H 4.690475 -7.558039 3.665922 0.00 0.23 0.19 0.08
H 4.165018 -8.002527 1.221337 -0.51 -0.33 1.03 0.14
H 2.491772 -6.839430 2.670846 -0.24 -0.26 -0.17 0.12
H 2.282408 -6.416470 0.969182 0.27 -0.04 -0.29 0.11
H 1.903182 -3.319048 2.637150 0.10 -0.05 0.11 0.08
H 1.051859 -4.826717 2.897146 -0.04 -0.21 -0.15 0.09
H 1.314220 -4.153887 1.250518 0.14 -0.52 -0.21 0.08
H 4.486077 -6.496557 -0.348982 0.04 -0.21 -0.01 0.06
H 5.243342 -5.475323 0.624785 0.39 0.02 0.07 0.02
C 8.926286 3.448652 0.323052 -0.03 0.09 -0.54 -0.08
C 7.618491 3.882806 0.918295 -0.21 0.85 1.11 -0.45
C 6.640042 2.737144 1.194844 0.69 0.37 -1.24 -0.22
O 5.454893 3.309847 1.688324 -0.42 -0.27 -0.09 -0.19
C 4.396189 2.372054 1.767661 -0.20 0.41 1.07 -0.11
N 7.851795 4.568650 2.205438 0.08 -0.52 -0.11 0.04
H 8.684331 3.113399 -0.690479 0.47 -0.62 0.12 0.08
H 9.439570 2.739043 0.972056 -0.11 -0.33 -0.31 0.08
H 9.621995 4.277790 0.178690 -0.19 0.21 0.20 0.07
H 7.153617 4.608522 0.238339 -0.28 -0.37 -0.22 0.14
H 7.113837 1.991174 1.844325 -0.22 0.14 0.47 0.13
H 6.457559 2.214333 0.246936 -0.18 0.00 -0.07 0.12
H 4.687632 1.615947 2.503448 -0.04 -0.60 -0.47 0.09
H 4.050474 1.997343 0.802574 0.44 -0.29 -0.12 0.09
H 3.517982 2.836749 2.220724 0.16 0.46 -0.12 0.08
H 6.980026 4.542181 2.720971 0.06 0.42 0.07 0.06
H 8.121675 5.526139 2.025653 -0.10 0.07 0.23 0.07
C -2.017288 -1.746722 -5.219298 0.19 0.09 -0.86 -0.05
C -0.554595 -2.152027 -5.418280 0.09 -0.29 0.11 -0.48
C -0.354777 -3.456005 -6.203922 -0.08 1.16 0.86 -0.03
O 0.115368 -1.111723 -6.130735 -0.40 0.55 0.34 -0.06
H -2.166200 -0.955863 -4.483776 0.25 0.01 0.04 0.06
H -2.651946 -2.587238 -4.938136 0.18 -0.13 0.06 0.07
H -2.370608 -1.365897 -6.181446 -0.19 -0.02 0.01 0.09
H -0.138608 -2.271597 -4.409006 0.36 0.03 -0.03 0.12
H -0.812776 -4.240835 -5.602981 -0.07 -0.38 -0.63 0.06
H 0.720465 -3.618948 -6.291444 0.01 -0.28 0.04 0.08
H -0.746166 -3.265940 -7.202180 -0.33 -0.60 0.00 0.09
H 0.955224 -1.426970 -6.473424 0.04 -0.15 0.11 0.09
C -1.204955 2.200173 -5.530181 -0.03 -0.63 -0.31 -0.04
C -1.128825 1.960906 -4.039851 0.77 0.26 0.37 -0.47
C 0.261145 1.482926 -3.599753 -0.58 0.28 -0.27 -0.03
O -1.362149 3.207877 -3.361823 -0.28 -0.10 -0.05 -0.08
H -0.801822 1.325483 -6.047870 -0.04 0.07 -0.10 0.07
H -0.621039 3.076695 -5.811275 0.11 -0.02 0.12 0.09
H -2.226558 2.347323 -5.886181 -0.08 0.03 0.11 0.06
H -1.838154 1.199896 -3.687767 -0.30 0.17 -0.18 0.11
H 0.402354 0.472599 -3.985835 0.24 0.05 -0.06 0.06
H 0.340174 1.475813 -2.513471 0.04 -0.02 0.02 0.06
H 1.002950 2.172096 -4.004611 0.17 -0.16 0.01 0.09
H -2.149980 3.601442 -3.754881 0.04 0.08 0.09 0.09
C -1.082806 -2.927215 4.236725 -0.74 -0.01 0.69 -0.06
C -0.569832 -3.528499 5.560302 -0.06 0.51 -0.42 -0.49
C 0.196386 -2.499558 6.367036 -0.32 0.49 0.11 -0.06
O -1.636251 -4.071510 6.321525 -0.05 -0.34 -0.05 -0.04
H -0.311060 -2.429652 3.652683 0.05 -0.24 -0.15 0.05
H -1.848404 -2.179293 4.475962 0.19 0.24 0.13 0.07
H -1.664203 -3.653514 3.666774 0.47 -0.26 -0.18 0.08
H 0.108897 -4.351981 5.330751 -0.14 -0.20 0.11 0.13
H 1.062709 -2.171713 5.791269 0.22 -0.02 0.33 0.08
H 0.430295 -2.846861 7.373427 0.46 -0.34 -0.23 0.08
H -0.412789 -1.608798 6.563868 -0.14 0.03 -0.33 0.08
H -2.138130 -3.349535 6.713905 0.02 0.05 -0.07 0.09
C -1.380021 -6.573005 -3.553021 0.98 -0.30 -0.85 -0.06
C -0.572943 -6.418073 -2.262607 -1.83 0.30 0.26 -0.47
C 0.622521 -5.497657 -2.328155 0.04 -0.09 0.44 -0.05
O -1.481689 -5.873218 -1.285005 0.17 0.50 0.44 -0.08
H -2.204527 -7.279722 -3.462031 0.07 -0.05 0.20 0.08
H -0.710487 -6.940427 -4.340298 -0.11 -0.23 0.01 0.08
H -1.790058 -5.653660 -3.974660 0.05 0.27 0.55 0.06
H -0.326172 -7.403066 -1.853910 0.58 -0.05 -0.50 0.14
H 1.330568 -5.878596 -3.063115 0.18 0.19 0.08 0.09
H 1.063248 -5.446180 -1.329173 0.30 -0.32 -0.10 0.06
H 0.380190 -4.450195 -2.521937 -0.38 -0.16 -0.47 0.06
H -2.070271 -6.572437 -0.989453 -0.05 -0.01 -0.04 0.09
C -0.964657 5.647464 -0.374945 0.12 1.24 -1.12 -0.05
C 0.496618 5.224276 -0.411354 0.33 -1.20 1.30 -0.47
C 1.507512 6.224858 0.130518 -0.22 0.42 -0.81 -0.05
O 0.633429 4.089494 0.461134 -0.12 -0.21 0.26 -0.12
H -1.339525 5.879959 0.622066 0.17 -0.31 0.15 0.07
H -1.620273 4.952923 -0.899414 0.10 -0.38 0.32 0.06
H -1.090756 6.569352 -0.957826 0.10 0.09 0.08 0.08
H 0.822373 4.881991 -1.400581 -0.36 0.37 -0.24 0.13
H 2.537095 5.904044 -0.030325 -0.09 -0.34 0.03 0.07
H 1.375942 6.382793 1.199966 -0.19 0.17 -0.05 0.08
H 1.407863 7.146289 -0.451428 -0.03 0.23 0.36 0.08
H -0.145621 3.511505 0.324599 0.35 -0.22 -0.39 0.03